A:
Computed, not measured: an isolated ion of composition C10H19N2 and charge +1, with ωB97M-V/def2-TZVPD.

HOMO-LUMO gap (spin up / spin down) (eV): 7.351 / 7.353
Total charge: +1
Lowest unoccupied orbital energy (spin up / spin down) (eV): -4.6 / -4.6

```
31
C10H19N2 | OMol25 | ωB97M-V/def2-TZVPD
C 1.5102 -1.3055 -1.7545
C 0.1336 -1.0693 -1.9495
C 1.0786 -0.3825 0.4359
C -0.6913 -0.6805 2.2075
C 0.9862 1.2583 2.2926
C -2.5856 -0.1673 -2.2852
C -1.4648 1.7839 -1.1063
C 3.2498 -1.3308 -0.0416
C 0.7389 -0.2300 1.8340
C -1.7718 0.2192 -1.0341
N 1.8382 -0.9720 -0.3992
N -0.5663 -0.5008 -1.1102
H 2.2938 -1.6220 -2.4876
H -0.3108 -1.5508 -2.8072
H -1.4275 0.1767 2.2013
H -0.7910 -1.1274 3.2713
H -1.1626 -1.3910 1.6443
H 0.6267 2.1067 1.8094
H 2.2057 1.3192 2.3191
H 0.5884 1.2326 3.3851
H -2.0159 0.2581 -3.0277
H -3.5891 0.2524 -2.3453
H -2.4547 -1.2879 -2.5218
H -0.5109 1.9281 -1.5710
H -1.4525 2.1218 -0.0985
H -2.2305 2.2316 -1.6642
H 3.0183 -2.3930 0.2547
H 4.0377 -1.3455 -0.8691
H 3.6034 -0.8128 0.8611
H 1.4675 -0.9027 2.3709
H -2.4437 -0.1418 -0.2006
```

Atom charges from the Mulliken analysis, given in e for atoms 1 to 2: number 1, C, carries -0.970; number 2, C, carries 0.344

---

B:
Computed, not measured: a 2-piece molecular cluster, C10H19N2 overall, with ωB97M-V/def2-TZVPD.

HOMO-LUMO gap (eV): 9.427
Total charge: +1
Lowest unoccupied orbital energy (eV): -2.6

```
31
C10H19N2 | OMol25 | ωB97M-V/def2-TZVPD
C -3.3810 0.2398 -0.4577
C -2.6529 1.2009 0.2882
C -3.4867 0.2794 -1.8085
C -1.3233 1.3072 0.0806
C 0.6404 0.0208 2.4489
C 1.7191 0.3180 -1.4950
C 2.6668 1.0233 -0.5585
C 1.5232 -1.0675 -0.9476
C 1.0541 0.0367 1.2196
C 0.2063 -2.2586 0.9074
N 1.9484 0.9060 0.7224
N 0.5484 -0.9638 0.1929
H -3.8456 -0.5962 -0.0325
H -3.1404 1.7384 1.1758
H -3.3066 1.1406 -2.3346
H -4.1315 -0.3529 -2.3079
H -0.8899 2.1273 0.6657
H -0.9650 1.0593 -0.8581
H 1.0361 0.6138 3.2375
H 0.0695 -0.7715 2.9121
H 0.7864 0.9536 -1.7446
H 2.1760 0.1605 -2.5676
H 3.6108 0.5319 -0.5463
H 2.9148 2.2122 -0.7560
H 1.1040 -1.8748 -1.5076
H 2.4678 -1.3400 -0.4875
H -0.5477 -2.1696 1.6460
H 0.0267 -2.9665 0.1654
H 1.1436 -2.5019 1.4996
H 2.4795 1.4720 1.4244
H -0.4514 -0.4783 -0.1767
```

Atom charges from the Mulliken analysis, given in e for atoms 1 to 2: number 1, C, carries -0.285; number 2, C, carries -0.026

---

Name the most stable of them. B.

---

A:
Computed, not measured: a 2-piece molecular cluster, C4H11N3O2 overall, with ωB97M-V/def2-TZVPD.

HOMO-LUMO gap (spin up / spin down) (eV): 9.704 / 4.819
Total charge: +1
⟨S²⟩: 0.7673
Spin multiplicity: 2
Lowest unoccupied orbital energy (spin up / spin down) (eV): -3.4 / -8.3

```
20
C4H11N3O2 | OMol25 | ωB97M-V/def2-TZVPD
C 2.3695 -2.6471 -0.9976
C 0.2933 -1.4230 -1.4324
N -0.7606 -1.2762 -2.2937
N 1.1676 -2.3640 -1.7590
N 0.3482 -0.6110 -0.3857
H -0.6082 -0.9330 -3.2238
H -1.4543 -0.6424 -1.9073
H 0.8531 -2.9579 -2.5149
H 1.0471 -0.7240 0.3502
H -0.7385 2.5209 -0.1632
H 3.1764 -2.9104 -1.6884
H 2.1861 -3.4058 -0.2500
H 2.7499 -1.7719 -0.4812
C -0.2455 2.0999 2.9487
C -1.0788 2.0961 1.6921
O -2.0602 1.4539 1.4529
O -0.4725 2.8376 0.7129
H 0.0133 1.0651 3.1392
H -0.8460 2.4621 3.7776
H 0.6840 2.6240 2.7902
```

Atom charges from the Mulliken analysis, given in e for atoms 1 to 2: number 1, C, carries -0.874; number 2, C, carries 0.643

---

B:
Computed, not measured: a 2-piece molecular cluster, C4H11N3O2 overall, with ωB97M-V/def2-TZVPD.

HOMO-LUMO gap (spin up / spin down) (eV): 10.759 / 5.062
Total charge: +1
⟨S²⟩: 0.7707
Spin multiplicity: 2
Lowest unoccupied orbital energy (spin up / spin down) (eV): -4.2 / -8.8

```
20
C4H11N3O2 | OMol25 | ωB97M-V/def2-TZVPD
C 1.0803 0.2120 2.2391
C 1.6106 -0.4971 -0.0187
N 0.9988 -0.9365 -1.1613
N 0.6681 -0.4420 0.9963
N 3.1451 -0.6515 0.2228
H -0.1110 -0.9665 -1.0886
H 1.4041 -0.9686 -2.0635
H -0.5162 -0.1636 0.7508
H 3.3899 -0.7391 1.1839
H 3.6206 0.1356 -0.1682
H 2.0316 0.5127 2.2235
H 0.8032 -0.6510 3.0213
H 0.4223 0.9768 2.5572
C -3.0705 0.9880 -1.4844
C -2.2057 -0.0390 -0.7958
O -1.5281 -0.9037 -1.4458
O -1.9350 0.3123 0.3123
H -2.5525 1.9161 -1.6914
H -4.0188 1.2216 -1.0388
H -3.2367 0.6832 -2.5509
```

Atom charges from the Mulliken analysis, given in e for atoms 1 to 2: number 1, C, carries -1.065; number 2, C, carries 0.549

---

Name the most stable of them. A.

---

A:
Computed, not measured: C17H14Cl2N4O2 in the gas phase, with ωB97M-V/def2-TZVPD.

HOMO-LUMO gap (eV): 8.054
SMILES: Cn1c(=O)n(C)c2cc(/C=N/NC(=O)c3ccc(Cl)cc3Cl)ccc21
Lowest unoccupied orbital energy (eV): 0.2

```
39
C17H14Cl2N4O2 | OMol25 | ωB97M-V/def2-TZVPD
C 7.5342 1.2496 -0.4369
N 6.4305 0.3769 -0.1506
C 6.5857 -0.9172 0.3148
O 7.6337 -1.4798 0.5387
N 5.3184 -1.4361 0.4717
C 5.0582 -2.7677 0.9421
C 4.3826 -0.4908 0.1134
C 3.0079 -0.5261 0.0957
C 2.3308 0.6239 -0.3297
C 0.8838 0.6584 -0.3722
N 0.2117 -0.3684 -0.0199
N -1.1442 -0.4060 -0.0388
C -2.0607 0.5448 -0.3898
O -1.7977 1.6645 -0.7662
C -3.4669 0.0274 -0.2771
C -3.8349 -1.1538 -0.9147
C -5.1371 -1.6141 -0.8734
C -6.0897 -0.8843 -0.1765
Cl -7.7161 -1.4465 -0.1107
C -5.7520 0.2933 0.4702
C -4.4428 0.7480 0.4109
Cl -4.0293 2.1992 1.2336
C 3.0462 1.7620 -0.7205
C 4.4292 1.7992 -0.7032
C 5.0944 0.6618 -0.2823
H 7.4909 2.1431 0.1893
H 8.4475 0.6967 -0.2196
H 7.5283 1.5459 -1.4878
H 4.5131 -3.3409 0.1895
H 4.4760 -2.7415 1.8654
H 6.0221 -3.2385 1.1319
H 2.4455 -1.3945 0.3940
H 0.4325 1.5865 -0.7119
H -1.4920 -1.2962 0.2950
H -3.0942 -1.7075 -1.4729
H -5.4148 -2.5258 -1.3772
H -6.4944 0.8557 1.0125
H 2.4990 2.6346 -1.0438
H 4.9672 2.6831 -1.0066
```

Atom charges from the Mulliken analysis, given in e for atoms 1 to 2: number 1, C, carries -1.082; number 2, N, carries 0.047

---

B:
Computed, not measured: C17H14Cl2N4O2 in the gas phase, with ωB97M-V/def2-TZVPD.

HOMO-LUMO gap (eV): 7.714
Lowest unoccupied orbital energy (eV): -0.3

```
39
C17H14Cl2N4O2 | OMol25 | ωB97M-V/def2-TZVPD
O -3.6492 -0.2677 2.9599
Cl 1.2666 -3.7082 -1.9002
Cl -1.6374 -3.1163 -2.7414
N 0.4209 1.8931 2.4829
N -2.2222 -0.1109 1.2882
O -0.4547 0.6835 2.7692
C -2.8445 -0.8294 2.2340
C -1.2537 0.7076 1.6756
C -0.9991 1.7198 0.8160
C 1.2458 0.3014 -3.1939
C 1.3731 -0.1390 -1.8918
C 1.3280 1.6395 -3.3340
C 0.3890 -3.6189 0.7311
C -0.6056 -3.3323 1.6698
C -2.2245 -2.8009 -0.0333
C 1.6578 0.7033 -0.8844
C 1.7599 2.5781 -2.3044
C 0.1259 -3.3828 -0.6142
C -1.2086 -3.1080 -1.0542
C -1.8496 -2.8400 1.3529
C 1.9003 2.1395 -1.0011
N -2.6141 -2.1990 2.2676
N 0.0461 2.4382 1.3965
C 2.1671 3.0268 0.2517
C 0.8901 3.4428 0.6789
H -1.4396 1.8946 -0.2019
H 1.0558 -0.3275 -4.0565
H 1.2935 -1.1222 -1.5456
H 1.1708 1.9614 -4.3418
H 1.3351 -4.0478 1.0679
H -0.2129 -3.5067 2.7024
H -3.2348 -2.5054 -0.1231
H 1.7565 0.4833 0.1534
H 1.6452 3.6678 -2.5265
H -2.9898 -2.7567 3.0252
H 2.8085 3.9224 0.1171
H 2.6123 2.4223 1.0518
H 0.9847 4.3712 1.2618
H 0.2073 3.7232 -0.2056
```

Atom charges from the Mulliken analysis, given in e for atoms 1 to 2: number 1, O, carries -0.653; number 2, Cl, carries -0.174

---

Name the most stable of them. A.

---

A:
Computed, not measured: a 2-piece molecular cluster, C3H9N3S2 overall, with ωB97M-V/def2-TZVPD.

HOMO-LUMO gap (eV): 9.243
Lowest unoccupied orbital energy (eV): 0.4

```
17
C3H9N3S2 | OMol25 | ωB97M-V/def2-TZVPD
C -3.2026 0.6857 -0.0730
C 1.1989 1.9554 -0.6676
C 0.9647 -2.3859 -0.1865
N 0.4233 1.2469 0.3221
N 0.3106 -1.4819 0.7283
N -2.2327 1.2779 0.2641
S -4.5755 0.0734 -0.4912
S 1.0739 0.0302 1.0619
H 0.9026 1.6705 -1.6808
H 2.2716 1.7793 -0.5546
H 1.0052 3.0215 -0.5409
H 0.6775 -2.2383 -1.2369
H 0.7280 -3.4152 0.1003
H 2.0411 -2.2421 -0.0913
H -1.1984 1.3301 0.2594
H -0.6915 -1.4247 0.5893
H 0.3034 0.1172 2.1974
```

Atom charges from the Mulliken analysis, given in e for atoms 1 to 2: number 1, C, carries 0.248; number 2, C, carries -0.883

---

B:
Computed, not measured: C3H9N3S2 in the gas phase, with ωB97M-V/def2-TZVPD.

HOMO-LUMO gap (eV): 8.972
SMILES: CN(C)NC(=S)NS
Lowest unoccupied orbital energy (eV): 0.6

```
17
C3H9N3S2 | OMol25 | ωB97M-V/def2-TZVPD
C 0.4234 -0.3933 -1.8612
N -0.7022 -0.4136 -0.9487
C -1.4906 0.7892 -0.7828
N -0.4223 -1.0793 0.3017
C 0.1732 -0.5951 1.4133
S 0.0040 -1.3882 2.8334
N 0.8297 0.6044 1.2289
S 1.6425 1.4222 2.5774
H 0.7659 -1.4335 -1.9326
H 1.2570 0.2371 -1.5396
H 0.0989 -0.0719 -2.8497
H -0.8845 1.6531 -0.5742
H -1.9967 0.9796 -1.7157
H -2.2225 0.6902 0.0032
H -0.9000 -1.9384 0.4359
H 1.2130 0.6738 0.3248
H 2.2110 0.2638 3.0859
```

Atom charges from the Mulliken analysis, given in e for atoms 1 to 2: number 1, C, carries -0.811; number 2, N, carries -0.196

---

Name the most stable of them. B.

---

A:
Computed, not measured: C3H5N in the gas phase, with ωB97M-V/def2-TZVPD.

HOMO-LUMO gap (spin up / spin down) (eV): 9.403 / 8.657
Lowest unoccupied orbital energy (spin up / spin down) (eV): 0.1 / 0.0

```
9
C3H5N | OMol25 | ωB97M-V/def2-TZVPD
C -1.3884 -0.3960 -0.3426
C -0.2902 0.3335 0.4319
C 1.1337 0.0322 0.1695
N -1.5548 0.2016 -1.4117
H -1.8617 -1.2969 0.0449
H -0.5515 1.3370 0.7316
H 1.5212 -0.4890 1.0526
H 1.7498 0.9157 0.0021
H 1.2420 -0.6380 -0.6783
```

Atom charges from the Mulliken analysis, given in e for atoms 1 to 2: number 1, C, carries -0.057; number 2, C, carries -0.238

---

B:
Computed, not measured: C3H5N in the gas phase, with ωB97M-V/def2-TZVPD.

HOMO-LUMO gap (eV): 10.320
SMILES: N=C1CC1
Lowest unoccupied orbital energy (eV): 1.1

```
9
C3H5N | OMol25 | ωB97M-V/def2-TZVPD
N -1.8408 0.3735 0.0842
C -0.6327 0.0885 0.0322
C 0.3485 -0.9699 -0.1372
C 0.7839 0.4826 0.0377
H -2.0628 1.3567 0.2126
H 0.4671 -1.4407 -1.1078
H 0.5109 -1.6651 0.7326
H 1.2539 0.7659 0.9676
H 1.1722 1.0086 -0.8220
```

Atom charges from the Mulliken analysis, given in e for atoms 1 to 2: number 1, N, carries -0.608; number 2, C, carries 0.421

---

C:
Computed, not measured: C3H5N in the gas phase, with ωB97M-V/def2-TZVPD.

HOMO-LUMO gap (eV): 10.692
SMILES: C1=NCC1
Lowest unoccupied orbital energy (eV): 1.2

```
9
C3H5N | OMol25 | ωB97M-V/def2-TZVPD
C 0.9502 0.7399 -0.0799
N 1.3974 -0.4521 0.0315
C -0.1824 -0.9951 -0.0344
C -0.5351 0.4823 0.0541
H 1.5850 1.5554 -0.0666
H -0.3790 -1.4522 0.8364
H -0.5776 -1.4587 -0.8379
H -1.1711 0.7650 0.9533
H -1.0873 0.8154 -0.8564
```

Atom charges from the Mulliken analysis, given in e for atoms 1 to 2: number 1, C, carries -0.148; number 2, N, carries -0.474

---

Name the most stable of them. B.